C46H128N10O16 | wB97M-V/def2-TZVPD

The calculation puts the HOMO energy (spin up / spin down) at -10.738 / -10.738 eV. Its total energy is -3580.15551 a.u. Its multiplicity is 2. Its net charge is +1. For the LUMO energy (spin up / spin down), the calculation gives -2.045 / -7.529 eV. The value obtained for the orbital gap (spin up / spin down) is 8.7 / 3.2 eV.

Each atom is followed by the atoms it is bonded to, with distances in Å.
Positions of all 200 atoms, in Å:
1 C -3.9887 4.9895 0.5426  C2 1.548, H7 1.090, H8 1.090, H9 1.090
2 C -3.3226 4.1755 -0.5933  C1 1.548, C3 1.517, N6 1.436, H10 1.090
3 C -4.3278 3.1771 -1.1369  C2 1.517, O4 1.457, H11 1.090, H12 1.090
4 O -3.8129 2.6562 -2.3961  C3 1.457, C5 1.423
5 C -4.7135 1.8578 -3.1546  O4 1.423, H13 1.090, H14 1.090, H15 1.090
6 N -2.8632 4.9689 -1.6981  C2 1.436, H16 1.010, H17 1.010
7 H -3.3031 5.7770 0.8554  C1 1.090
8 H -4.2012 4.2975 1.3575  C1 1.090
9 H -4.9250 5.4125 0.1785  C1 1.090
10 H -2.5153 3.5401 -0.2291  C2 1.090
11 H -5.3281 3.6081 -1.1789  C3 1.090
12 H -4.4865 2.3342 -0.4643  C3 1.090
13 H -4.9144 0.8700 -2.7399  C5 1.090
14 H -4.4769 1.8023 -4.2171  C5 1.090
15 H -5.6230 2.4513 -3.2476  C5 1.090
16 H -2.7881 4.1921 -2.3391  N6 1.010
17 H -3.7573 5.3486 -1.9747  N6 1.010
18 C -5.7721 -1.1586 -0.4564  C19 1.555, H24 1.090, H25 1.090, H26 1.090
19 C -5.3894 -1.0041 1.0427  C18 1.555, C20 1.558, N23 1.428, H27 1.090
20 C -6.3696 -0.0437 1.7809  C19 1.558, O21 1.427, H28 1.090, H29 1.090
21 O -5.9736 1.2812 1.4266  C20 1.427, C22 1.399
22 C -6.8597 2.2526 1.9039  O21 1.399, H30 1.090, H31 1.090, H32 1.090
23 N -5.3581 -2.3187 1.6003  C19 1.428, H33 1.010, H34 1.010
24 H -4.9981 -1.7604 -0.9327  C18 1.090
25 H -5.7459 -0.1667 -0.9076  C18 1.090
26 H -6.7238 -1.6707 -0.5988  C18 1.090
27 H -4.3981 -0.5516 1.0136  C19 1.090
28 H -6.2471 -0.0874 2.8631  C20 1.090
29 H -7.4009 -0.3342 1.5807  C20 1.090
30 H -6.8883 2.3407 2.9899  C22 1.090
31 H -7.8441 1.9373 1.5580  C22 1.090
32 H -6.6075 3.2392 1.5149  C22 1.090
33 H -6.2398 -2.7921 1.4635  N23 1.010
34 H -5.3145 -2.2925 2.6090  N23 1.010
35 C 4.7971 2.7508 0.6662  C36 1.538, H41 1.090, H42 1.090, H43 1.090
36 C 4.3440 4.0234 1.4014  C35 1.538, C37 1.528, N40 1.420, H44 1.090
37 C 5.3147 5.1822 1.6264  C36 1.528, O38 1.423, H45 1.090, H46 1.090
38 O 4.6484 6.2429 2.3027  C37 1.423, C39 1.412
39 C 5.5505 7.0936 2.9780  O38 1.412, H47 1.090, H48 1.090, H49 1.090
40 N 3.1912 4.5258 0.7418  C36 1.420, H50 1.010, H51 1.010
41 H 5.1578 2.9597 -0.3409  C35 1.090
42 H 3.9582 2.0549 0.6572  C35 1.090
43 H 5.6825 2.3258 1.1392  C35 1.090
44 H 3.9336 3.7978 2.3856  C36 1.090
45 H 5.7073 5.5843 0.6924  C37 1.090
46 H 6.1217 4.8179 2.2621  C37 1.090
47 H 6.4250 7.3211 2.3685  C39 1.090
48 H 5.8438 6.6079 3.9087  C39 1.090
49 H 5.0064 8.0224 3.1498  C39 1.090
50 H 3.3196 4.6192 -0.2556  N40 1.010
51 H 3.2720 5.4835 1.0524  N40 1.010
52 C -0.2812 -2.9660 4.1327  C53 1.585, H58 1.090, H59 1.090, H60 1.090
53 C 0.5651 -4.1719 3.5493  C52 1.585, C54 1.568, N57 1.454, H61 1.090
54 C 1.2362 -3.8995 2.1588  C53 1.568, O55 1.403, H62 1.090, H63 1.090
55 O 2.0533 -4.9292 1.6684  C54 1.403, C56 1.435
56 C 2.6533 -4.5606 0.4179  O55 1.435, H64 1.090, H65 1.090, H66 1.090
57 N 1.5245 -4.5496 4.5745  C53 1.454, H67 1.010, H68 1.010
58 H -1.0616 -2.7621 3.3996  C52 1.090
59 H 0.3730 -2.0969 4.2009  C52 1.090
60 H -0.5886 -3.3202 5.1167  C52 1.090
61 H -0.1444 -4.9755 3.3521  C53 1.090
62 H 1.7697 -2.9562 2.2749  C54 1.090
63 H 0.4960 -3.7084 1.3817  C54 1.090
64 H 3.3384 -5.2874 -0.0186  C56 1.090
65 H 3.0832 -3.5598 0.3766  C56 1.090
66 H 1.8376 -4.5709 -0.3051  C56 1.090
67 H 2.0333 -3.7256 4.8611  N57 1.010
68 H 2.2837 -5.1181 4.2272  N57 1.010
69 C 0.0336 0.2044 2.6984  C70 1.555, H75 1.090, H76 1.090, H77 1.090
70 C 0.7196 0.8469 3.9365  C69 1.555, C71 1.554, N74 1.481, H78 1.090
71 C 2.1986 1.2135 3.6289  C70 1.554, O72 1.405, H79 1.090, H80 1.090
72 O 2.9430 0.0255 3.7187  C71 1.405, C73 1.434
73 C 4.3367 0.1250 3.3961  O72 1.434, H81 1.090, H82 1.090, H83 1.090
74 N -0.0714 2.0563 4.2625  C70 1.481, H84 1.010, H85 1.010
75 H -0.8436 -0.3690 2.9981  C69 1.090
76 H 0.6288 -0.4790 2.0927  C69 1.090
77 H -0.2827 0.9963 2.0194  C69 1.090
78 H 0.7028 0.2481 4.8471  C70 1.090
79 H 2.6038 1.9699 4.3011  C71 1.090
80 H 2.1775 1.6272 2.6207  C71 1.090
81 H 4.8957 -0.7905 3.5896  C73 1.090
82 H 4.9174 0.7546 4.0702  C73 1.090
83 H 4.4886 0.5087 2.3873  C73 1.090
84 H -0.1830 2.6315 3.4398  N74 1.010
85 H -0.9769 1.6466 4.4422  N74 1.010
86 C 3.2333 2.7143 -2.5261  C87 1.519, H92 1.090, H93 1.090, H94 1.090
87 C 2.8075 3.6906 -3.6097  C86 1.519, C88 1.527, N91 1.450, H95 1.090
88 C 1.5466 4.4671 -3.2378  C87 1.527, O89 1.489, H96 1.090, H97 1.090
89 O 1.0615 5.3909 -4.3001  C88 1.489, C90 1.448
90 C -0.1537 6.0572 -3.8823  O89 1.448, H98 1.090, H99 1.090, H100 1.090
91 N 3.8655 4.6156 -3.9663  C87 1.450, H101 1.010, H102 1.010
92 H 3.3884 3.2567 -1.5934  C86 1.090
93 H 4.2021 2.2489 -2.7075  C86 1.090
94 H 2.5160 1.9065 -2.3803  C86 1.090
95 H 2.5858 3.1489 -4.5292  C87 1.090
96 H 1.7938 5.0813 -2.3719  C88 1.090
97 H 0.7542 3.7571 -3.0012  C88 1.090
98 H -0.8779 5.3472 -3.4829  C90 1.090
99 H -0.7264 6.4187 -4.7365  C90 1.090
100 H -0.0105 6.8933 -3.1978  C90 1.090
101 H 4.2044 5.1112 -3.1541  N91 1.010
102 H 3.3872 5.3317 -4.4941  N91 1.010
103 C -1.6121 1.1533 -4.1077  C104 1.512, H109 1.090, H110 1.090, H111 1.090
104 C -0.6274 0.8282 -5.2081  C103 1.512, C105 1.532, N108 1.471, H112 1.090
105 C 0.5896 -0.0591 -4.9299  C104 1.532, O106 1.410, H113 1.090, H114 1.090
106 O 1.4276 -0.5801 -5.9369  C105 1.410, C107 1.426
107 C 2.2458 0.4311 -6.5203  O106 1.426, H115 1.090, H116 1.090, H117 1.090
108 N -1.4916 0.3498 -6.2987  C104 1.471, H118 1.010, H119 1.010
109 H -2.1992 0.3234 -3.7142  C103 1.090
110 H -2.3597 1.8629 -4.4622  C103 1.090
111 H -1.0296 1.6470 -3.3299  C103 1.090
112 H -0.2387 1.7129 -5.7125  C104 1.090
113 H 0.1996 -0.9816 -4.4996  C105 1.090
114 H 1.1535 0.3036 -4.0705  C105 1.090
115 H 2.5464 1.1507 -5.7588  C107 1.090
116 H 1.7907 0.9858 -7.3409  C107 1.090
117 H 3.1174 -0.0398 -6.9750  C107 1.090
118 H -1.0479 0.1195 -7.1763  N108 1.010
119 H -1.9965 1.1685 -6.6069  N108 1.010
120 C -2.1157 -0.9950 6.2443  C121 1.518, H126 1.090, H127 1.090, H128 1.090
121 C -3.2391 0.0258 6.2514  C120 1.518, C122 1.526, N125 1.453, H129 1.090
122 C -3.7661 0.4088 4.8711  C121 1.526, O123 1.462, H130 1.090, H131 1.090
123 O -2.7620 1.1726 4.1331  C122 1.462, C124 1.417
124 C -3.2167 1.5901 2.8576  O123 1.417, H132 1.090, H133 1.090, H134 1.090
125 N -4.3587 -0.4994 7.0138  C121 1.453, H135 1.010, H136 1.010
126 H -1.7163 -1.2026 7.2370  C120 1.090
127 H -1.3348 -0.6162 5.5850  C120 1.090
128 H -2.3383 -1.9627 5.7946  C120 1.090
129 H -2.8640 0.9754 6.6330  C121 1.090
130 H -4.6657 1.0233 4.9048  C122 1.090
131 H -4.0139 -0.4944 4.3134  C122 1.090
132 H -3.1593 0.7440 2.1728  C124 1.090
133 H -2.4937 2.3296 2.5135  C124 1.090
134 H -4.2119 2.0341 2.8830  C124 1.090
135 H -4.0802 -0.5463 7.9835  N125 1.010
136 H -5.0323 0.2443 7.1288  N125 1.010
137 C -2.0925 -0.2038 -0.3185  C138 1.571, H143 1.090, H144 1.090, H145 1.090
138 C -1.2684 -1.2398 -1.1641  C137 1.571, C139 1.533, N142 1.481, H146 1.090
139 C 0.1659 -1.3957 -0.6459  C138 1.533, O140 1.443, H147 1.090, H148 1.090
140 O 0.8143 -0.1081 -0.7096  C139 1.443, C141 1.391
141 C 2.1224 -0.1870 -0.2435  O140 1.391, H149 1.090, H150 1.090, H151 1.090
142 N -1.9339 -2.5597 -1.0767  C138 1.481, H152 1.010, H153 1.010
143 H -2.1295 -0.5582 0.7116  C137 1.090
144 H -3.0836 -0.0047 -0.7264  C137 1.090
145 H -1.4732 0.6799 -0.4726  C137 1.090
146 H -1.0836 -0.9714 -2.2043  C138 1.090
147 H 0.7566 -2.0621 -1.2745  C139 1.090
148 H 0.1706 -1.7385 0.3888  C139 1.090
149 H 2.6713 -0.8752 -0.8864  C141 1.090
150 H 2.1530 -0.5386 0.7878  C141 1.090
151 H 2.6267 0.7719 -0.3630  C141 1.090
152 H -2.0892 -2.6918 -0.0875  N142 1.010
153 H -1.2989 -3.2724 -1.4067  N142 1.010
154 C 9.7710 -2.8451 0.4947  C155 1.507, H160 1.090, H161 1.090, H162 1.090
155 C 9.8788 -1.7174 -0.4995  C154 1.507, C156 1.512, N159 1.465, H163 1.090
156 C 8.6703 -0.8085 -0.5078  C155 1.512, O157 1.407, H164 1.090, H165 1.090
157 O 7.5063 -1.4850 -0.9162  C156 1.407, C158 1.416
158 C 6.3077 -0.7434 -0.7822  O157 1.416, H166 1.090, H167 1.090, H168 1.090
159 N 11.1330 -1.0160 -0.2123  C155 1.465, H169 1.010, H170 1.010
160 H 9.0045 -3.5601 0.1959  C154 1.090
161 H 9.5991 -2.4930 1.5119  C154 1.090
162 H 10.6846 -3.4375 0.4451  C154 1.090
163 H 10.0628 -2.1135 -1.4982  C155 1.090
164 H 8.8098 0.0148 -1.2084  C156 1.090
165 H 8.4516 -0.3442 0.4539  C156 1.090
166 H 5.8796 -0.7160 0.2198  C158 1.090
167 H 5.5261 -1.1154 -1.4446  C158 1.090
168 H 6.4241 0.2934 -1.0977  C158 1.090
169 H 11.8122 -0.9355 -0.9555  N159 1.010
170 H 10.7451 -0.0921 -0.0860  N159 1.010
171 C -1.9690 -6.1741 -1.9414  C172 1.522, O174 1.426, H175 1.090, H176 1.090
172 C -0.6608 -5.8383 -1.2390  C171 1.522, O173 1.419, H177 1.090, H178 1.090
173 O -0.2563 -4.5880 -1.7731  C172 1.419, H179 0.960
174 O -3.0582 -5.3629 -1.5063  C171 1.426, H180 0.960
175 H -2.2235 -7.2276 -1.8255  C171 1.090
176 H -1.7410 -5.9657 -2.9867  C171 1.090
177 H 0.0919 -6.6043 -1.4256  C172 1.090
178 H -0.8942 -5.7394 -0.1789  C172 1.090
179 H 0.1622 -4.7491 -2.6219  O173 0.960
180 H -2.8154 -4.4493 -1.6734  O174 0.960
181 C -3.6303 -4.1581 -5.0033  C182 1.568, O184 1.472, H185 1.090, H186 1.090
182 C -3.3357 -2.6187 -4.9502  C181 1.568, O183 1.429, H187 1.090, H188 1.090
183 O -2.4620 -2.4186 -6.0635  C182 1.429, H189 0.960
184 O -4.3959 -4.3758 -6.2414  C181 1.472, H190 0.960
185 H -4.1373 -4.5670 -4.1294  C181 1.090
186 H -2.7113 -4.7443 -5.0091  C181 1.090
187 H -2.8883 -2.3098 -4.0055  C182 1.090
188 H -4.2785 -2.0747 -5.0067  C182 1.090
189 H -2.1742 -1.5044 -6.1183  O183 0.960
190 H -3.9295 -3.9354 -6.9556  O184 0.960
191 C -2.9454 -4.4020 2.3216  C192 1.547, O194 1.385, H195 1.090, H196 1.090
192 C -4.0518 -5.4618 2.1059  C191 1.547, O193 1.457, H197 1.090, H198 1.090
193 O -3.6534 -6.3890 1.0549  C192 1.457, H199 0.960
194 O -2.8248 -3.4293 1.3425  C191 1.385, H200 0.960
195 H -2.0117 -4.9582 2.4045  C191 1.090
196 H -3.1526 -3.8464 3.2361  C191 1.090
197 H -4.9948 -4.9714 1.8644  C192 1.090
198 H -4.2892 -6.0356 3.0017  C192 1.090
199 H -3.3802 -5.9862 0.2275  O193 0.960
200 H -3.6164 -2.8895 1.4037  O194 0.960